95
Properties=species:S:1:pos:R:3:forces:R:3:mulliken_charge:R:1 method="wB97M-V/def2-TZVPD" orbital_gap_ev=9.951 relative_energy_kj_mol=334.1 spin_multiplicity=1 smiles="CCCCOC=O.C1CCOC1.C1CCOC1.C1CCOC1.C1CCOC1.C1CCOC1.C1CCOC1" total_energy_ha=-1741.4625
C 5.5020 -1.7451 4.0382 0.46 0.59 0.01 -0.9839
C 3.9760 -2.3109 3.7834 0.71 0.08 -0.20 0.0459
C 3.0615 -1.1080 3.0774 0.93 0.22 0.37 -0.5969
C 2.0336 -0.4328 4.1630 1.63 1.70 -0.65 -0.2250
O 0.9866 -1.3309 4.6739 -0.54 -1.80 -3.68 -0.2978
C 0.3425 -2.1090 3.6043 -1.93 2.05 -4.52 0.2174
O -0.0432 -1.6439 2.4072 2.81 -2.26 7.45 -0.4668
H 5.5294 -0.5569 4.1481 -0.27 -2.56 -0.15 0.2654
H 6.1869 -1.9752 3.0946 -1.38 0.35 2.14 0.2568
H 5.9939 -2.1663 5.0380 -1.02 0.69 -2.35 0.2827
H 4.0842 -3.2646 3.0794 -0.48 2.08 1.53 0.2651
H 3.5483 -2.6639 4.8178 0.51 0.74 -2.13 -0.0504
H 2.5702 -1.4357 2.0647 0.68 0.56 2.22 0.2411
H 3.8461 -0.2541 2.7933 -1.87 -1.71 0.61 0.3326
H 1.6122 0.5879 3.7109 0.56 -2.40 0.94 0.0959
H 2.6926 -0.1062 5.1029 -1.63 -0.94 -1.91 0.2865
H 0.0930 -3.2534 3.8218 0.81 2.73 0.31 0.2725
C -1.8044 1.8962 -0.6438 -0.49 0.08 -0.43 -0.5254
C -1.2469 0.8210 0.2528 -0.05 -0.19 0.60 -0.3098
C 0.0793 0.5138 -0.4078 0.34 -0.24 -0.13 0.0544
O 0.5251 1.7266 -1.0301 -0.33 0.05 0.08 -0.4983
C -0.5593 2.6654 -1.0276 0.34 0.27 0.00 0.1339
H -2.5604 2.5216 -0.1625 0.08 -0.04 -0.07 0.3567
H -2.2521 1.4409 -1.5353 -0.02 0.10 0.08 0.1266
H -1.0789 1.2263 1.2575 -0.01 -0.14 -0.06 0.1952
H -1.8927 -0.0563 0.3415 0.14 0.09 0.02 0.3995
H -0.0329 -0.2425 -1.1919 -0.01 -0.11 0.06 0.1640
H 0.8327 0.1676 0.3057 -0.04 0.06 -0.11 -0.1227
H -0.3284 3.4403 -0.2885 -0.08 0.08 -0.04 -0.2409
H -0.6426 3.1353 -2.0115 0.12 -0.05 0.03 0.3048
C -1.5335 -1.9748 -3.6220 0.36 -0.07 0.53 -0.5713
C -2.7089 -2.6412 -4.2889 -0.09 -0.41 -0.51 -0.2802
C -3.7924 -1.5954 -4.1403 -0.31 0.20 0.17 -0.4050
O -3.1409 -0.3177 -4.1459 0.14 -0.27 0.05 -0.4328
C -1.7281 -0.5258 -4.0114 0.05 0.37 -0.23 0.0571
H -0.5656 -2.3741 -3.9356 -0.10 0.07 0.04 0.4281
H -1.6135 -2.0834 -2.5338 0.08 0.02 -0.08 0.2084
H -2.4896 -2.8037 -5.3508 -0.08 -0.09 0.15 0.0681
H -2.9799 -3.6024 -3.8447 0.00 0.11 -0.11 0.3629
H -4.3165 -1.6991 -3.1843 -0.07 -0.08 -0.02 0.2656
H -4.5286 -1.6368 -4.9482 0.04 0.12 0.07 0.2177
H -1.2651 -0.3100 -4.9805 0.11 0.01 0.05 0.2799
H -1.3224 0.1668 -3.2688 -0.09 0.03 -0.10 -0.2107
C -4.7551 -5.8741 -8.6074 -0.36 -0.55 0.01 -0.5177
C -4.9443 -4.3966 -8.8358 0.02 0.43 -0.50 -0.5680
C -4.5652 -3.8169 -7.4905 -0.01 0.18 0.42 -0.3166
O -3.5855 -4.6954 -6.9200 -0.21 -0.09 -0.30 -0.3530
C -3.5481 -5.9014 -7.6955 0.44 -0.03 0.14 -0.4993
H -4.6076 -6.4457 -9.5271 0.00 0.05 0.12 0.3289
H -5.6278 -6.2835 -8.0847 0.10 0.00 -0.08 0.2599
H -4.2441 -4.0476 -9.6038 -0.11 0.00 0.07 0.2724
H -5.9563 -4.1257 -9.1472 0.12 0.00 0.05 0.3330
H -5.4250 -3.7900 -6.8127 -0.06 0.09 -0.04 0.2356
H -4.1522 -2.8072 -7.5705 0.03 -0.10 0.10 0.2750
H -2.6161 -5.8994 -8.2712 -0.01 -0.11 -0.02 0.2766
H -3.5447 -6.7684 -7.0292 0.05 0.15 0.03 0.2593
C 1.5534 5.8038 2.9310 0.27 0.59 -0.09 -0.5123
C 0.8663 4.7573 2.0923 -0.62 -0.17 -0.21 -0.1281
C 1.8486 3.6079 2.1525 0.34 -0.28 -0.22 0.2762
O 2.5158 3.6967 3.4190 -0.19 0.26 -0.03 -0.4268
C 2.2065 4.9669 4.0091 0.08 -0.24 0.38 -0.5790
H 0.8749 6.5611 3.3317 0.08 -0.08 -0.01 0.3969
H 2.3214 6.3115 2.3353 -0.10 -0.02 0.06 0.1645
H -0.0792 4.4658 2.5645 0.05 0.00 -0.06 0.2413
H 0.6526 5.0828 1.0710 0.10 -0.03 0.10 -0.0373
H 2.6081 3.6925 1.3681 -0.11 -0.04 -0.08 0.2550
H 1.3598 2.6336 2.0614 0.11 0.02 0.04 -0.2413
H 1.5196 4.7890 4.8436 0.01 0.10 0.05 0.2892
H 3.1197 5.4240 4.4001 -0.02 -0.15 -0.02 0.2950
C 1.9062 -6.5105 6.5497 0.59 -0.30 0.00 -0.5351
C 1.0259 -5.7546 7.5112 -0.49 -0.12 0.40 -0.5488
C 0.9753 -4.3800 6.8808 0.05 0.51 0.01 -0.4711
O 1.1006 -4.5670 5.4643 0.06 -0.31 0.19 -0.2086
C 1.4967 -5.9231 5.2169 -0.18 -0.01 -0.42 -0.4905
H 1.7773 -7.5948 6.5954 0.02 0.13 -0.04 0.3328
H 2.9592 -6.2810 6.7517 -0.10 -0.07 -0.05 0.2674
H 0.0231 -6.1976 7.5225 0.10 0.06 0.05 0.2617
H 1.4049 -5.7401 8.5363 -0.06 0.03 -0.12 0.3233
H 1.8151 -3.7598 7.2115 -0.06 0.03 0.07 0.2776
H 0.0433 -3.8517 7.1013 0.12 0.01 -0.13 0.2758
H 0.6333 -6.4522 4.7989 0.07 -0.09 -0.03 0.2664
H 2.3068 -5.9426 4.4827 -0.10 0.12 0.02 0.2822
C 0.6534 9.0447 -1.4697 0.25 0.61 -0.07 -0.5311
C -0.0337 7.9982 -2.3084 -0.60 -0.17 -0.17 -0.5845
C 0.9486 6.8488 -2.2482 0.32 -0.32 -0.13 -0.1255
O 1.6158 6.9376 -0.9816 -0.22 0.26 -0.08 -0.3965
C 1.3065 8.2078 -0.3916 0.09 -0.24 0.37 -0.3711
H -0.0251 9.8020 -1.0690 0.10 -0.08 -0.02 0.3275
H 1.4214 9.5524 -2.0654 -0.09 -0.01 0.10 0.2615
H -0.9792 7.7067 -1.8362 0.07 0.02 -0.10 0.2593
H -0.2474 8.3236 -3.3297 0.03 -0.07 0.11 0.3577
H 1.7081 6.9334 -3.0326 -0.07 -0.04 -0.07 0.2763
H 0.4598 5.8745 -2.3393 0.14 0.04 0.08 0.0406
H 0.6196 8.0299 0.4429 0.00 0.10 0.06 0.1873
H 2.2197 8.6649 -0.0006 -0.03 -0.15 -0.02 0.3190